Below is a cluster of 22 separate species, C21H86O22 in total at a distorted geometry, with properties calculated with ωB97M-V/def2-TZVPD.

Properties
LUMO energy (eV): -0.08
Orbital gap (eV): 9.3
Maximum force (eV/Å): 3.535
HOMO level (eV): -9.37
Energy (Eh): -2506.90403

```
! RIJCOSX wB97M-V def2-TZVPD def2/J DEFGRID3
* xyz 0 1
O -3.47 0.42 0.36
O 3.18 0.06 3.04
O -0.36 0.26 0.56
O 3.19 3.17 1.28
O -0.46 -1.07 -3.40
O -0.80 3.96 3.89
O -2.62 1.68 2.88
O 2.37 2.49 4.90
O 1.17 -1.32 2.08
O -3.95 5.65 -1.64
O 3.23 -3.10 0.07
O -1.22 -5.09 1.01
O -0.85 -2.76 2.81
O 0.16 1.30 -2.14
O -0.64 3.43 -3.97
O 1.38 0.13 -5.56
O 4.23 -0.37 0.16
O 2.55 1.64 -0.96
O 0.58 -6.64 2.42
O 2.55 0.88 7.46
O -1.78 -0.45 -5.86
O 0.95 2.19 2.46
C 0.85 3.98 -5.64
C -3.52 -1.57 -1.18
C -3.94 4.55 0.55
C -4.25 -0.69 -0.13
C 4.95 -3.41 -1.52
C 1.90 -6.27 2.64
C 2.65 -6.52 1.33
C -3.50 3.33 -1.75
C 2.08 -4.84 3.25
C -3.68 0.24 -4.83
C -4.71 -1.45 1.13
C 1.87 -1.11 6.37
C -3.11 1.12 -7.14
C 1.66 -0.88 8.96
C 3.49 -3.59 -1.19
C 0.13 5.60 -3.83
C -4.24 4.44 -0.96
C 2.44 -2.90 -2.05
C -2.60 0.73 -5.78
C -0.26 4.42 -4.81
C 1.66 -0.15 7.54
H 0.44 1.58 1.93
H -0.16 -2.09 2.78
H 1.60 -0.54 -4.92
H -1.41 -4.17 1.20
H 1.68 1.56 -1.36
H -1.58 -2.33 3.25
H -0.50 -2.03 -3.36
H -4.02 -2.00 1.77
H 3.17 -4.61 -1.38
H 1.53 -3.47 -1.86
H -2.64 -1.04 -1.56
H -1.08 4.76 -5.44
H -4.18 -1.84 -2.00
H 3.31 2.57 0.54
H -4.19 3.59 0.99
H 3.63 0.14 -0.39
H -2.87 4.73 0.63
H 1.76 2.33 1.97
H 2.34 -5.70 0.68
H -3.89 2.38 -1.40
H -4.28 5.56 -2.54
H -0.12 3.67 3.28
H 0.65 3.06 -6.20
H 2.71 -3.12 -3.08
H -3.81 1.95 -7.06
H 1.27 -2.01 6.48
H 1.88 2.74 4.12
H 5.49 -3.88 -0.69
H -3.52 3.36 -2.84
H -3.59 0.36 -7.75
H -2.56 0.14 0.35
H 2.42 -1.65 9.04
H 1.79 -0.75 5.34
H -2.06 1.57 -5.35
H -1.18 -0.82 -3.98
H 0.71 6.28 -4.46
H 0.71 -1.37 9.15
H -2.76 1.29 2.02
H 0.46 0.33 -5.39
H 5.07 -3.69 -2.56
H -0.32 -5.22 1.33
H -4.03 -0.77 -5.07
H 1.11 4.83 -6.27
H 4.01 -0.25 3.42
H 2.19 1.36 6.71
H 0.32 -0.33 0.90
H -2.27 1.38 -7.79
H 2.75 3.30 5.22
H -2.48 3.25 -1.38
H -5.46 -2.13 0.74
H -4.40 5.38 1.07
H 1.50 -4.54 4.12
H -4.49 0.97 -4.72
H 0.83 5.33 -3.04
H 1.96 -0.86 2.37
H 2.55 -7.51 0.90
H 2.24 -6.96 3.42
H 1.49 -2.15 1.73
H 3.13 -4.57 3.37
H 3.62 -2.22 0.02
H -5.30 4.20 -1.01
H 2.88 -1.47 6.52
H -5.15 -0.26 -0.56
H 0.75 0.45 7.59
H 3.66 -6.09 1.31
H -1.60 3.57 3.56
H -5.23 -0.78 1.81
H -0.14 0.37 -0.36
H 3.99 3.09 1.79
H 1.69 3.70 -5.01
H 5.18 -2.35 -1.42
H -0.64 6.10 -3.26
H -3.07 -2.45 -0.73
H 2.26 -1.86 -1.80
H -2.22 -1.16 -6.34
H 0.53 -7.59 2.28
H -1.18 3.86 -3.31
H 3.06 0.94 3.40
H 1.85 -4.11 2.47
H 1.74 -0.20 9.80
H -3.41 0.04 -3.80
H 3.15 1.33 -1.64
H -0.14 2.10 -2.57
H -3.00 1.06 3.50
H 4.57 0.27 0.78
H 0.12 0.63 -2.83
*
```

Atom charges from the Mulliken analysis, given in e for atoms 1 to 99:
1. O -0.25
2. O -0.39
3. O -0.14
4. O -0.65
5. O -0.43
6. O -0.66
7. O -0.49
8. O -0.56
9. O -0.78
10. O -0.56
11. O -0.20
12. O -0.73
13. O -0.51
14. O -0.33
15. O -0.36
16. O -0.64
17. O -0.58
18. O -0.52
19. O -0.55
20. O -0.57
21. O -0.56
22. O -0.53
23. C -1.44
24. C -0.89
25. C -1.25
26. C 0.40
27. C -1.37
28. C 0.30
29. C -1.04
30. C -0.47
31. C -0.55
32. C -1.17
33. C -1.48
34. C -0.89
35. C -1.77
36. C -1.43
37. C 0.17
38. C -1.49
39. C 0.44
40. C -0.92
41. C 1.51
42. C 0.70
43. C 0.52
44. H 0.11
45. H 0.46
46. H 0.30
47. H 0.27
48. H 0.31
49. H 0.24
50. H 0.23
51. H 0.22
52. H 0.43
53. H 0.26
54. H 0.05
55. H 0.18
56. H 0.33
57. H 0.29
58. H 0.22
59. H 0.40
60. H 0.31
61. H 0.41
62. H 0.07
63. H -0.05
64. H 0.33
65. H 0.38
66. H 0.31
67. H 0.42
68. H 0.36
69. H 0.34
70. H 0.35
71. H 0.33
72. H 0.46
73. H 0.39
74. H 0.08
75. H 0.33
76. H 0.12
77. H -0.41
78. H 0.11
79. H 0.41
80. H 0.37
81. H 0.39
82. H 0.30
83. H 0.37
84. H 0.40
85. H 0.33
86. H 0.45
87. H 0.19
88. H 0.29
89. H 0.28
90. H 0.43
91. H 0.25
92. H -0.03
93. H 0.45
94. H 0.41
95. H 0.40
96. H 0.44
97. H 0.32
98. H 0.14
99. H 0.43

=====

Below is a structure of composition C21H8AuF7N2S3, with properties calculated with ωB97M-V/def2-TZVPD.

Properties
LUMO energy (eV): 4.52
Orbital gap (eV): 6.4
Maximum force (eV/Å): 0.333
Energy relative to the best compared isomer or geometry (same formula, charge and spin) (kJ/mol): 9.6
HOMO level (eV): -1.90
Energy (Eh): -2943.92650

```
! RIJCOSX wB97M-V def2-TZVPD def2/J DEFGRID3
* xyz -2 1
Au 0.35 0.46 -0.95
S 1.52 -1.94 -1.47
S 0.50 0.91 1.65
S 2.57 1.34 -0.87
F -0.87 1.46 -3.45
F -1.99 -5.68 -1.63
F -1.21 -6.70 0.78
F 2.06 -3.37 1.15
F 0.82 -5.52 2.14
F -0.77 -3.55 -2.65
F -0.72 2.95 -1.86
N 4.48 6.83 1.13
N 1.93 6.23 4.31
C -1.74 -1.37 -0.08
C 2.03 5.47 3.46
C 1.06 -3.90 0.42
C -2.98 -1.95 0.11
C 3.09 3.73 0.32
C 0.44 -5.01 0.96
C -0.34 -3.99 -1.46
C -0.60 -5.62 0.27
C -3.95 -0.29 -1.31
C -0.98 -5.10 -0.95
C 2.15 4.50 2.40
C 1.39 3.34 2.46
C -2.70 0.29 -1.50
C -1.57 -0.25 -0.91
C 3.82 5.89 1.22
C 0.71 -3.34 -0.81
C 2.33 2.57 0.37
C 3.02 4.70 1.32
C 1.45 2.35 1.47
C -0.08 1.86 -2.40
C -4.10 -1.41 -0.51
H -4.82 0.15 -1.79
H -5.08 -1.86 -0.36
H -0.88 -1.78 0.43
H 3.75 3.89 -0.51
H -3.07 -2.82 0.75
H -2.63 1.17 -2.13
H 0.73 3.19 3.30
H 0.86 2.21 -2.82
*
```

In elementary charge units, the Mulliken charges are:
1. Au 0.36
2. S -0.50
3. S -0.54
4. S -0.48
5. F -0.24
6. F -0.35
7. F -0.35
8. F -0.38
9. F -0.34
10. F -0.43
11. F -0.27
12. N -0.62
13. N -0.61
14. C -0.20
15. C -0.04
16. C 0.53
17. C -0.65
18. C -0.93
19. C 0.08
20. C 0.49
21. C 0.67
22. C -0.59
23. C 0.13
24. C 0.67
25. C -0.88
26. C -0.28
27. C 0.59
28. C -0.03
29. C -0.26
30. C 0.37
31. C 0.50
32. C 0.33
33. C -0.20
34. C -0.51
35. H 0.33
36. H 0.33
37. H 0.36
38. H 0.47
39. H 0.40
40. H 0.26
41. H 0.47
42. H 0.33

=====

> Which of these has the lowest maximum force?

C21H8AuF7N2S3

=====

> energy of number 2 (C21H8AuF7N2S3)?

-2943.92650 Eh

=====

> Which of these has the lowest LUMO energy?

C21H86O22